{
  "formula": "C15H18O",
  "method": "ωB97M-V/def2-TZVPD",
  "multiplicity": 1,
  "orbital_gap_ev": 8.89,
  "relative_energy_ev": 0.884,
  "largest_force_ev_per_a": 2.3,
  "total_charge": 0,
  "total_energy_ev": -17893.7884,
  "e_homo_ha": -0.29763,
  "smiles": "Cc1ccc(O)cc1.CCc1ccccc1",
  "symbols": ["C", "C", "C", "C", "C", "C", "C", "C", "H", "H", "H", "H", "H", "H", "H", "H", "H", "H", "C", "C", "C", "C", "C", "C", "C", "O", "H", "H", "H", "H", "H", "H", "H", "H"],
  "positions_angstrom": [[0.473, 1.866, -1.843], [1.310, 3.119, -1.733], [-0.685, 1.792, -0.822], [-1.908, 1.173, -1.124], [-0.465, 2.429, 0.397], [-2.832, 1.168, -0.066], [-1.445, 2.453, 1.390], [-2.652, 1.820, 1.154], [-0.035, 1.762, -2.836], [1.012, 0.906, -1.772], [0.691, 3.962, -1.368], [-2.068, 0.815, -2.136], [0.539, 2.699, 0.702], [-3.666, 0.476, -0.152], [-1.222, 2.801, 2.391], [-3.417, 1.914, 1.922], [1.622, 3.410, -2.737], [2.179, 3.042, -1.067], [1.358, -2.219, -1.749], [0.194, -1.367, 0.275], [0.927, -2.380, -0.326], [-0.094, -1.389, 1.642], [0.368, -2.502, 2.333], [1.332, -3.528, 0.402], [1.000, -3.598, 1.725], [0.285, -2.580, 3.688], [-0.165, -0.507, -0.271], [-0.712, -0.614, 2.083], [2.125, -1.448, -1.746], [0.649, -1.837, -2.490], [1.863, -4.322, -0.102], [0.300, -1.753, 4.156], [1.322, -4.460, 2.301], [1.815, -3.103, -2.223]],
  "lowdin_charge": [-0.21, -0.12, -0.26, -0.04, -0.07, -0.09, -0.09, -0.10, 0.12, 0.10, 0.08, 0.11, 0.11, 0.10, 0.10, 0.10, 0.07, 0.08, -0.07, -0.04, -0.27, 0.00, -0.32, -0.04, -0.02, 0.04, 0.08, 0.11, 0.07, 0.08, 0.11, 0.10, 0.12, 0.08]
}



{
  "formula": "C15H18O2",
  "method": "ωB97M-V/def2-TZVPD",
  "multiplicity": 1,
  "orbital_gap_ev": 8.96,
  "relative_energy_ev": 1.633,
  "largest_force_ev_per_a": 3.4,
  "total_charge": 0,
  "total_energy_ev": -19940.6758,
  "e_homo_ha": -0.30047,
  "smiles": "CCc1ccc(O)cc1.Cc1ccc(O)cc1",
  "symbols": ["C", "C", "C", "C", "C", "C", "C", "O", "H", "H", "H", "H", "H", "H", "H", "H", "C", "C", "C", "C", "C", "C", "C", "C", "O", "H", "H", "H", "H", "H", "H", "H", "H", "H", "H"],
  "positions_angstrom": [[2.076, 1.525, -1.561], [0.844, -2.022, -1.276], [1.165, -0.752, -1.802], [1.725, -2.498, -0.309], [2.016, 0.107, -1.078], [2.593, -1.697, 0.462], [2.682, -0.412, 0.005], [1.627, -3.798, 0.152], [0.206, -2.716, -1.806], [0.691, -0.308, -2.672], [1.601, -4.469, -0.513], [3.018, -1.975, 1.413], [1.200, 2.113, -1.294], [2.253, 1.689, -2.629], [3.380, 0.311, 0.451], [2.957, 1.968, -1.070], [-0.907, 0.563, 2.594], [0.567, 0.925, 2.372], [-1.760, 0.568, 1.385], [-2.034, -0.599, 0.621], [-2.105, 1.782, 0.721], [-2.602, -0.559, -0.638], [-2.420, 1.822, -0.601], [-2.850, 0.666, -1.254], [-3.420, 0.885, -2.484], [-0.988, -0.266, 3.274], [-1.390, 1.382, 3.184], [1.099, 0.136, 1.813], [-1.679, -1.544, 1.009], [-1.967, 2.628, 1.395], [-2.611, -1.473, -1.221], [-2.625, 2.799, -1.034], [-4.078, 0.204, -2.632], [0.985, 1.245, 3.320], [0.753, 1.769, 1.703]],
  "lowdin_charge": [-0.06, -0.01, -0.03, -0.31, -0.30, -0.01, -0.10, 0.02, 0.11, 0.11, 0.09, 0.12, 0.07, 0.08, 0.12, 0.08, -0.22, -0.08, -0.23, -0.04, -0.04, -0.04, -0.03, -0.32, 0.04, 0.10, 0.11, 0.05, 0.11, 0.12, 0.11, 0.12, 0.10, 0.07, 0.07]
}



The LUMO level results, record by record, are as follows: 0.79, 0.78 eV.